Formula: C4HLiO2Sc
Source: the OMol25 dataset
Level of theory: ωB97M-V with the def2-TZVPD basis set

Computed properties:
**Expectation value of S²**: 0.75
**DFT total energy**: -29159.370 eV
**E_LUMO (alpha / beta)**: -0.9 / -0.8 eV
**Highest occupied orbital energy (alpha / beta)**: -5.965 / -5.985 eV
**Multiplicity**: 2

Last column: natural (NBO) charge in e.
Geometry (Å):
O  -3.00  0.12  1.62  -0.63
C  -1.94  0.18  1.00  0.43
C  -0.72  -0.01  0.63  -0.69
C  0.66  0.38  0.42  -0.76
Li  1.56  2.16  0.59  0.89
C  1.37  -0.28  -0.67  0.05
O  0.78  -1.07  -1.58  -0.94
Sc  -1.18  -1.22  -1.27  1.51
H  2.47  -0.24  -0.75  0.15